<i>
A gas-phase ion, BrHNO2S (charge -1). Source: the Open Molecules 2025 dataset; level of theory: ωB97M-V with the def2-TZVPD basis set.

## Properties
gap between HOMO and LUMO = 0.277 Ha
E_LUMO = 3.5 eV

Geometry as ORCA input:
```
! wB97M-V def2-TZVPD RIJCOSX def2/J DEFGRID3
* xyz -1 1
O -1.844 1.307 -1.437
Br -1.262 -2.072 0.829
S -2.261 0.893 -0.106
O -1.806 1.767 1.009
H -0.285 0.141 1.165
N -0.846 -0.337 0.133
*
```

---

<ii>
A gas-phase ion, BrHNO2S (charge -1). Source: the Open Molecules 2025 dataset; level of theory: ωB97M-V with the def2-TZVPD basis set.

## Properties
gap between HOMO and LUMO = 0.260 Ha
E_LUMO = 3.4 eV

Geometry as ORCA input:
```
! wB97M-V def2-TZVPD RIJCOSX def2/J DEFGRID3
* xyz -1 1
Br 2.237 -1.016 -0.260
S -0.545 0.858 -0.405
O -0.973 1.476 0.841
H 0.148 -1.146 0.536
O -1.590 0.152 -1.117
N 0.724 -0.324 0.404
*
```

---

The least stable of them is <i>.

---

<i>
A single C4H8N2S2 molecule. Source: the Open Molecules 2025 dataset; level of theory: ωB97M-V with the def2-TZVPD basis set.

## Properties
structure (SMILES) = CN/N=C(/C=S)SC
gap between HOMO and LUMO = 0.277 Ha
E_LUMO = -0.7 eV

Geometry as ORCA input:
```
! wB97M-V def2-TZVPD RIJCOSX def2/J DEFGRID3
* xyz 0 1
H -0.036 -2.301 2.039
C -0.960 0.439 -0.500
H 1.181 2.917 -0.387
H -0.416 -3.356 0.567
N 0.322 -1.274 0.286
C -2.154 1.284 -0.311
N -0.804 -0.649 0.292
H 1.714 1.352 0.346
S 0.331 1.083 -1.720
S -3.579 0.845 0.485
C 1.512 1.857 -0.628
H 2.353 1.952 -1.252
H 0.908 -1.116 -0.578
C 0.307 -2.532 0.993
H -2.073 2.289 -0.810
H 1.395 -2.792 1.178
*
```

---

<ii>
2 unconnected molecules or ions with the total composition C4H8N2S2. Source: the Open Molecules 2025 dataset; level of theory: ωB97M-V with the def2-TZVPD basis set.

## Properties
gap between HOMO and LUMO = 0.270 Ha
E_LUMO = -0.1 eV

Geometry as ORCA input:
```
! wB97M-V def2-TZVPD RIJCOSX def2/J DEFGRID3
* xyz 0 1
H -2.340 0.862 0.704
C -1.493 0.246 1.032
C -1.081 -0.218 -0.265
S 0.619 2.364 -0.316
S 2.597 2.707 2.128
H -0.019 -0.628 -2.381
N 0.769 -1.521 0.523
N 0.052 -0.924 -0.403
H -0.786 0.855 1.567
C 1.630 2.653 0.918
H -1.596 -0.078 -1.207
H -1.732 -0.461 1.874
H 0.547 -2.345 -1.951
H 1.685 -0.978 -1.916
H 0.488 -1.352 1.447
C 0.659 -1.183 -1.755
*
```

---

The least stable of them is <ii>.

---

<i>
A molecular structure, BrMn. Source: the Open Molecules 2025 dataset; level of theory: ωB97M-V with the def2-TZVPD basis set.

## Properties
gap between HOMO and LUMO (spin up / spin down) = 0.181 / 0.188 Ha
E_LUMO (spin up / spin down) = -9.4 / -8.8 eV

Geometry as ORCA input:
```
! wB97M-V def2-TZVPD RIJCOSX def2/J DEFGRID3
* xyz 1 6
Br -0.891 -1.622 -0.030
Mn 0.891 1.622 0.030
*
```

---

<ii>
A molecular structure, BrMn. Source: the Open Molecules 2025 dataset; level of theory: ωB97M-V with the def2-TZVPD basis set.

## Properties
gap between HOMO and LUMO (spin up / spin down) = 0.275 / 0.276 Ha
E_LUMO (spin up / spin down) = -7.9 / -7.9 eV

Geometry as ORCA input:
```
! wB97M-V def2-TZVPD RIJCOSX def2/J DEFGRID3
* xyz 1 6
Mn -0.284 1.148 0.261
Br 0.284 -1.148 -0.261
*
```

---

The least stable of them is <i>.

---

<i>
A single C2H9INP3 molecule. Source: the Open Molecules 2025 dataset; level of theory: ωB97M-V with the def2-TZVPD basis set.

## Properties
structure (SMILES) = CP(C)[P@H](I)=NP
gap between HOMO and LUMO = 0.281 Ha
E_LUMO = -1.1 eV

Geometry as ORCA input:
```
! wB97M-V def2-TZVPD RIJCOSX def2/J DEFGRID3
* xyz 0 1
H -0.099 3.177 0.388
H 1.467 1.323 1.188
C -0.606 2.336 -0.073
N -0.094 -1.979 -0.763
H -1.338 1.904 0.529
P -0.844 -0.669 -0.946
C 1.384 0.439 0.704
H 2.262 -0.090 0.329
H 0.846 -0.233 1.403
H -1.366 2.777 -0.742
I -3.312 -0.047 0.105
H 0.456 -4.024 -0.070
H -1.292 -0.635 -2.221
P 0.380 -2.797 0.622
H 1.650 -2.550 0.424
P 0.504 1.068 -0.878
*
```

---

<ii>
A molecular structure, C2H9INP3. Source: the Open Molecules 2025 dataset; level of theory: ωB97M-V with the def2-TZVPD basis set.

## Properties
gap between HOMO and LUMO = 0.291 Ha
E_LUMO = -0.6 eV

Geometry as ORCA input:
```
! wB97M-V def2-TZVPD RIJCOSX def2/J DEFGRID3
* xyz 0 1
H -1.097 -4.303 -0.141
I -2.584 0.486 0.297
H -0.173 0.583 1.778
P -0.491 -3.033 0.507
P 1.123 0.879 -0.315
H -0.711 2.597 -0.805
H 0.531 2.516 -1.966
H 1.082 -0.579 1.702
C 0.800 0.518 1.523
P -0.559 -0.486 -0.835
H 0.718 -3.791 0.293
H -0.709 -0.165 -2.159
H 0.908 3.187 -0.178
N -0.492 -2.100 -0.917
C 0.331 2.439 -0.836
H 1.323 1.252 2.053
*
```

---

The least stable of them is <i>.

---

<i>
3 unconnected molecules or ions with the total composition C3H13NO2S. Source: the Open Molecules 2025 dataset; level of theory: ωB97M-V with the def2-TZVPD basis set.

## Properties
structure (SMILES) = CNCCS.O.O
gap between HOMO and LUMO = 0.351 Ha
E_LUMO = 0.6 eV

Geometry as ORCA input:
```
! wB97M-V def2-TZVPD RIJCOSX def2/J DEFGRID3
* xyz 0 1
H -0.635 2.293 -1.004
S 1.060 2.627 0.594
H -1.952 0.125 -1.383
H -0.007 0.022 -0.117
H -0.931 0.358 1.312
N -2.109 0.265 -0.397
H -2.315 -1.839 -0.031
H 3.749 -1.721 2.719
H -1.343 2.696 0.554
H -0.618 -4.263 -3.486
H 2.521 -1.278 1.945
C -0.863 0.621 0.257
C -0.590 2.097 0.065
H 1.102 1.924 1.720
H -2.753 -0.804 1.264
O 3.480 -1.327 1.882
C -2.813 -0.874 0.175
H 0.091 -5.393 -2.723
O 0.209 -4.501 -3.060
H -3.843 -0.917 -0.170
*
```

---

<ii>
3 unconnected molecules or ions with the total composition C3H13NO2S. Source: the Open Molecules 2025 dataset; level of theory: ωB97M-V with the def2-TZVPD basis set.

## Properties
structure (SMILES) = C[C@H](N)CS.O.O
gap between HOMO and LUMO = 0.359 Ha
E_LUMO = 0.5 eV

Geometry as ORCA input:
```
! wB97M-V def2-TZVPD RIJCOSX def2/J DEFGRID3
* xyz 0 1
H -0.754 1.122 -4.984
H -4.527 0.812 -0.305
H 1.631 -2.068 1.872
S -0.402 1.776 0.952
H -1.262 0.908 -3.549
H 0.692 -0.358 -0.425
H -3.394 -0.174 0.022
H 0.899 0.329 2.509
C 1.145 -0.521 0.558
C 0.298 0.213 1.607
H 1.851 -2.544 0.215
O -3.708 0.444 -0.640
N 2.525 -0.007 0.671
O -1.443 1.384 -4.370
C 1.183 -2.022 0.886
H 2.434 1.010 0.733
H -0.606 -0.350 1.863
H 0.287 2.637 1.712
H 2.959 -0.114 -0.245
H 0.196 -2.478 0.916
*
```

---

The least stable of them is <i>.

---

<i>
2 unconnected molecules or ions with the total composition C4H11N2. Source: the Open Molecules 2025 dataset; level of theory: ωB97M-V with the def2-TZVPD basis set.

## Properties
gap between HOMO and LUMO (spin up / spin down) = 0.362 / 0.299 Ha
E_LUMO (spin up / spin down) = -4.3 / -6.7 eV

Geometry as ORCA input:
```
! wB97M-V def2-TZVPD RIJCOSX def2/J DEFGRID3
* xyz 1 3
H 0.248 -0.286 -2.283
H 2.959 1.332 0.892
N 2.952 0.525 0.269
C 0.512 0.101 -0.213
C -0.828 -0.381 1.711
H -2.669 0.250 0.042
H 1.921 0.048 -1.757
H -1.474 0.391 2.136
N -0.655 -0.160 0.292
H -1.302 -1.349 1.877
C 0.871 0.297 -1.597
H -2.140 -1.306 -0.617
H 0.134 -0.360 2.220
C -1.866 -0.255 -0.496
H 3.234 -0.292 0.810
H 0.787 1.362 -1.838
H -1.752 0.205 -1.473
*
```

---

<ii>
A gas-phase ion, C4H11N2 (charge +1). Source: the Open Molecules 2025 dataset; level of theory: ωB97M-V with the def2-TZVPD basis set.

## Properties
gap between HOMO and LUMO (spin up / spin down) = 0.224 / 0.295 Ha
E_LUMO (spin up / spin down) = -3.7 / -6.6 eV

Geometry as ORCA input:
```
! wB97M-V def2-TZVPD RIJCOSX def2/J DEFGRID3
* xyz 1 3
C -0.234 0.011 -0.014
H -0.983 0.329 1.944
H -1.351 -1.181 1.331
N 0.064 1.615 -0.125
C -0.767 -0.551 -1.301
N -1.271 -0.182 1.098
H -0.782 -1.639 -1.249
H -1.765 -0.188 -1.534
H 1.034 -1.336 1.199
C 1.076 -0.581 0.426
H -0.104 -0.268 -2.112
C 2.223 -0.201 -0.106
H 2.251 0.557 -0.870
H 3.163 -0.616 0.208
H -0.760 2.103 -0.448
H 0.397 1.968 0.758
H -2.192 0.161 0.795
*
```

---

The least stable of them is <ii>.

---

<i>
A molecular structure, ClNO3Zr2. Source: the Open Molecules 2025 dataset; level of theory: ωB97M-V with the def2-TZVPD basis set.

## Properties
gap between HOMO and LUMO = 0.198 Ha
E_LUMO = -31.4 eV

Geometry as ORCA input:
```
! wB97M-V def2-TZVPD RIJCOSX def2/J DEFGRID3
* xyz 6 1
Zr -3.686 -0.674 1.715
O 1.141 1.212 -0.631
N -1.044 -1.552 0.444
Zr 0.387 -0.559 1.136
Cl -1.099 2.422 0.378
O 1.349 -0.604 -1.120
O 2.952 -0.246 -1.922
*
```

---

<ii>
A molecular structure, ClNO3Zr2. Source: the Open Molecules 2025 dataset; level of theory: ωB97M-V with the def2-TZVPD basis set.

## Properties
gap between HOMO and LUMO = 0.124 Ha
E_LUMO = -32.8 eV

Geometry as ORCA input:
```
! wB97M-V def2-TZVPD RIJCOSX def2/J DEFGRID3
* xyz 6 1
O 1.822 -0.172 1.178
O 0.440 0.191 -0.479
Cl -1.296 -0.989 -0.125
Zr -0.136 -0.278 -2.017
Zr -3.364 -1.147 0.530
O 1.423 1.811 0.430
N 1.112 0.583 0.483
*
```

---

The least stable of them is <i>.

---

<i>
A single H2NO4P molecule. Source: the Open Molecules 2025 dataset; level of theory: ωB97M-V with the def2-TZVPD basis set.

## Properties
structure (SMILES) = O=NP(=O)(O)O
gap between HOMO and LUMO (spin up / spin down) = 0.314 / 0.316 Ha
E_LUMO (spin up / spin down) = -1.5 / -1.5 eV

Geometry as ORCA input:
```
! wB97M-V def2-TZVPD RIJCOSX def2/J DEFGRID3
* xyz 0 1
H 1.492 -0.743 -1.433
O 0.811 1.068 0.555
O 0.449 -1.383 1.053
O -2.238 0.534 0.308
P 0.138 -0.339 0.079
N -1.486 -0.075 -0.425
H 0.217 1.459 1.247
O 0.616 -0.521 -1.384
*
```

---

<ii>
A molecular structure, H2NO4P. Source: the Open Molecules 2025 dataset; level of theory: ωB97M-V with the def2-TZVPD basis set.

## Properties
gap between HOMO and LUMO = 0.318 Ha
E_LUMO = -1.9 eV

Geometry as ORCA input:
```
! wB97M-V def2-TZVPD RIJCOSX def2/J DEFGRID3
* xyz 0 1
P 0.428 -1.077 1.068
O 1.174 -2.154 1.800
O -0.804 1.392 -0.284
N 0.057 0.815 -0.793
O -0.496 0.254 -2.373
H 0.076 -0.129 -2.910
H -0.568 0.677 1.502
O 0.133 0.221 1.990
*
```

---

<iii>
A molecular structure, H2NO4P. Source: the Open Molecules 2025 dataset; level of theory: ωB97M-V with the def2-TZVPD basis set.

## Properties
gap between HOMO and LUMO (spin up / spin down) = 0.347 / 0.347 Ha
E_LUMO (spin up / spin down) = -1.6 / -1.6 eV

Geometry as ORCA input:
```
! wB97M-V def2-TZVPD RIJCOSX def2/J DEFGRID3
* xyz 0 1
N -1.067 0.306 0.071
H 0.055 -1.261 1.366
O 1.656 0.895 -0.508
H 1.820 1.197 -1.497
O -1.114 0.308 1.328
P 0.173 -0.732 -0.742
O 0.331 -1.696 0.543
O -1.853 0.983 -0.561
*
```

---

The least stable of them is <iii>.

---

<i>
A molecular structure, C38H33FeN4O4SSi. Source: the Open Molecules 2025 dataset; level of theory: ωB97M-V with the def2-TZVPD basis set.

## Properties
gap between HOMO and LUMO (spin up / spin down) = 0.293 / 0.278 Ha
E_LUMO (spin up / spin down) = -0.3 / -0.3 eV

Geometry as ORCA input:
```
! wB97M-V def2-TZVPD RIJCOSX def2/J DEFGRID3
* xyz 0 2
N -0.127 -1.669 -3.719
H 5.012 -2.111 -2.003
N 1.967 -2.032 1.334
C -2.917 -0.033 -1.754
H -0.450 0.904 3.501
H 0.530 0.800 -5.913
H 0.905 3.781 1.502
H -4.321 0.592 1.185
H -1.935 3.340 -3.319
C -1.554 1.786 1.883
H 2.225 2.373 -3.244
C 2.500 2.865 2.735
S -0.060 -1.798 -1.100
H -3.209 -0.986 -1.330
H -1.277 -2.319 -5.973
H 2.864 -1.391 -1.038
C 3.150 -2.457 0.810
C 5.241 -3.698 0.972
C 4.017 -3.290 1.550
H -3.550 -4.211 1.994
C 0.738 0.953 -3.800
C -0.988 2.916 3.962
Si -1.528 0.266 0.732
C 3.533 -2.036 -0.482
C 1.550 1.866 0.833
H 0.568 2.930 -3.046
H -1.668 -2.768 1.397
C -5.207 -1.276 1.714
C -2.273 4.076 2.312
C 2.575 1.333 2.731
C 1.230 2.356 -3.693
C -3.723 -3.158 1.814
H -3.286 1.730 -4.625
C -4.999 -2.630 1.937
H 2.082 -3.460 4.347
C 4.725 -2.441 -1.013
H 0.435 -2.602 -6.233
H -1.168 2.767 -1.063
N 1.979 0.860 1.564
C 0.437 0.303 -4.959
Fe 0.690 -0.424 0.602
H -5.828 -3.270 2.212
H -0.338 -1.195 -6.989
C -4.139 -0.464 1.363
H -1.674 4.941 4.184
H 5.898 -4.340 1.546
H 0.767 0.767 -1.756
C -3.316 0.269 -3.048
C -2.232 2.949 1.500
O -0.174 -0.894 2.364
H -3.913 -0.443 -3.605
C -0.317 -1.822 -6.100
H 3.495 3.284 2.876
C 1.644 -2.386 2.550
C 0.005 -1.037 -4.868
H 4.280 -4.303 3.441
C 2.441 -3.221 3.358
O -0.104 -2.251 4.139
O 3.054 0.644 3.592
H 1.890 3.162 3.588
H -2.756 2.985 0.556
N 0.589 0.277 -2.639
H 6.526 -3.599 -0.721
C 0.145 -1.011 -2.582
C -2.657 -2.336 1.475
H 1.275 2.822 -4.674
C 0.343 -1.826 3.094
C -2.203 2.382 -2.888
C 5.588 -3.284 -0.283
C -2.844 -0.976 1.243
C -2.137 0.848 -0.994
C 1.839 3.225 1.402
H -0.513 2.883 4.936
C -1.640 4.067 3.545
H -6.199 -0.852 1.811
O 0.890 1.599 -0.219
C 3.624 -3.670 2.856
C -1.786 2.060 -1.602
H -2.810 4.956 1.981
C -2.963 1.483 -3.621
H 2.489 3.778 0.721
C -0.951 1.792 3.148
*
```

---

<ii>
A molecular structure, C38H33FeN4O4SSi. Source: the Open Molecules 2025 dataset; level of theory: ωB97M-V with the def2-TZVPD basis set.

## Properties
gap between HOMO and LUMO (spin up / spin down) = 0.292 / 0.272 Ha
E_LUMO (spin up / spin down) = -0.3 / -0.2 eV

Geometry as ORCA input:
```
! wB97M-V def2-TZVPD RIJCOSX def2/J DEFGRID3
* xyz 0 2
C -0.030 -3.788 0.524
C 0.116 -3.261 1.957
C -0.153 -1.764 1.842
N -1.614 3.530 1.693
C 3.858 -1.785 -0.868
H -6.813 -2.569 1.420
C 2.048 2.149 0.687
H -0.837 -4.509 0.396
H -0.933 3.428 4.984
H -7.184 -2.119 -0.975
H 3.314 -0.021 3.605
H 3.805 2.092 -1.205
C -6.008 -2.190 0.803
H 2.615 -4.348 -3.456
H -0.599 -3.692 2.657
C -1.882 0.111 -3.537
O -1.971 0.276 -4.736
C -3.900 -1.221 -0.760
H -1.593 5.668 4.209
O -0.182 -0.987 2.788
C 2.884 1.973 2.935
C 4.185 -3.831 -2.087
C -6.216 -1.944 -0.523
C -5.168 -1.447 -1.334
H 1.023 0.547 -4.083
H 2.670 -1.073 1.491
H -3.052 5.342 3.262
H 0.879 -4.226 0.111
C 2.962 0.596 2.787
N -2.860 -0.750 -1.509
H 4.245 -1.056 -0.168
C -3.065 -0.464 -2.770
H 1.244 -2.393 -2.923
C -0.685 1.807 3.629
O -0.860 0.397 -2.800
H 1.689 2.772 -0.124
C 2.964 -3.638 -2.717
Fe -0.766 -0.249 -1.031
C -3.712 -1.467 0.620
H -6.310 -1.317 -3.166
S -1.337 1.871 -0.277
H 1.111 -3.404 2.378
H 2.336 3.825 1.991
H 4.829 3.472 -2.939
H -0.337 1.166 5.621
N -0.798 1.435 2.335
C -1.507 3.927 2.945
C -0.188 0.798 4.609
C -4.299 -0.656 -3.425
C -5.342 -1.152 -2.708
C 2.608 -1.587 -1.467
H 0.875 0.624 4.442
C 2.595 0.005 1.584
C 2.410 2.749 1.884
C 3.993 2.831 -3.192
C -4.744 -1.939 1.380
C 2.452 1.953 -4.803
C 2.150 0.764 0.501
C 4.635 -2.896 -1.167
H 2.069 1.912 -5.815
C 3.402 2.048 -2.210
C 2.189 -2.527 -2.412
H -0.579 0.451 2.113
H -0.693 -0.158 4.477
H -4.360 -0.402 -4.473
H -1.634 5.992 2.455
C -1.241 2.281 1.364
H 3.192 2.442 3.863
H -4.596 -2.116 2.438
C -1.961 5.321 3.246
O -0.562 -2.369 -1.440
N -0.385 -1.428 0.549
H 4.790 -4.697 -2.325
H 5.598 -3.025 -0.688
H 3.970 3.401 -5.261
C 2.320 1.210 -2.498
H -2.747 -1.247 1.055
C -0.350 -2.528 -0.233
Si 1.669 0.028 -1.179
C -1.020 3.088 3.963
C 3.515 2.788 -4.493
C 1.863 1.172 -3.819
*
```

---

The least stable of them is <i>.